The following is a quantum chemistry calculation of a cluster of 3 separate species, C26H52N5O10S2 in total at a distorted geometry, from the Open Molecules 2025 dataset.

Strongest force on any atom   0.040 Eh/bohr
Frontier orbital gap   7.95 eV
Net charge   +1
DFT total energy   -2844.01487 hartree
LUMO   -2.8 eV

Cartesian coordinates (Å):
C: -3.3551 -1.1448 -3.9883
C: -3.0739 -1.2350 -2.4915
C: -4.2470 -1.9359 -1.7830
C: -3.9159 -3.3394 -1.3018
N: -3.7874 -3.4436 0.1788
N: -2.6353 -2.7984 0.6820
C: -2.4167 -1.5222 0.9483
N: -1.1922 -1.3235 1.3927
C: -0.6075 -2.5268 1.4214
N: 0.6477 -2.7869 1.8208
C: 1.4833 -1.6360 2.2335
C: 2.8215 -2.0276 2.8462
C: 4.0279 -1.7961 1.9183
C: 4.6290 -0.4271 2.1452
O: 3.6188 0.5943 2.2021
C: 3.3404 1.1397 1.0198
O: 2.5406 2.0240 0.8931
S: 1.1074 -4.4176 1.8078
C: 2.0942 -4.6743 0.3022
C: 1.7259 -3.7740 -0.8465
O: 0.9401 -4.1298 -1.6952
O: 2.3786 -2.6082 -0.8436
C: 1.6968 -1.5038 -1.4737
C: 2.6177 -0.3097 -1.3787
C: 1.8552 0.9982 -1.2924
O: 3.6434 -0.3500 -2.3678
C: 3.2642 0.1344 -3.5773
O: 2.6242 -0.5142 -4.3546
C: 3.7028 1.5392 -3.9493
S: 5.0962 2.1807 -2.9608
N: -1.4878 -3.4242 1.0039
H: -2.5262 -0.6823 -4.4985
H: -4.2640 -0.5811 -4.1455
H: -3.5358 -2.1401 -4.3771
H: -2.9492 -0.2280 -2.1097
H: -2.1542 -1.7735 -2.3217
H: -5.0789 -1.9377 -2.4679
H: -4.5180 -1.3067 -0.9456
H: -3.0506 -3.7423 -1.8236
H: -4.7553 -3.9723 -1.5495
H: -3.5874 -4.4240 0.3470
H: -3.1877 -0.8089 0.7666
H: 1.6594 -1.0263 1.3566
H: 0.9319 -1.0153 2.9250
H: 2.8346 -3.0199 3.2714
H: 2.9694 -1.3472 3.6732
H: 4.8052 -2.5053 2.1779
H: 3.7464 -1.9274 0.8782
H: 5.1971 -0.3989 3.0614
H: 5.3122 -0.1846 1.3414
H: 3.8662 0.7496 0.1397
H: 3.1480 -4.5597 0.5265
H: 1.9189 -5.6931 0.0007
H: 0.8035 -1.3125 -0.9059
H: 1.4835 -1.7057 -2.5104
H: 3.1293 -0.4225 -0.4335
H: 1.2574 1.2084 -2.1690
H: 1.1706 0.9245 -0.4562
H: 2.5458 1.7899 -1.0422
H: 2.8421 2.1829 -3.8110
H: 4.0315 1.5598 -4.9721
H: 4.8278 1.8471 -1.6948
H: -1.3624 -4.4238 0.9325
C: 0.8362 7.5323 -5.0349
O: -0.1727 7.0622 -4.1548
C: -0.4374 5.6796 -4.2895
C: 0.2556 4.8674 -3.2160
O: 1.6675 4.9260 -3.3325
C: 2.2663 5.8543 -2.4360
H: 1.1668 8.5032 -4.6713
H: 1.6946 6.8583 -5.0667
H: 0.4316 7.6522 -6.0450
H: -0.1518 5.3252 -5.2848
H: -1.5191 5.5475 -4.1832
H: -0.0325 3.8155 -3.3335
H: -0.0623 5.1967 -2.2220
H: 2.3097 5.4233 -1.4299
H: 1.7201 6.7984 -2.4044
H: 3.2810 6.0428 -2.7805
C: -4.5642 -1.5233 7.3308
O: -3.2088 -1.4383 6.9148
C: -2.9926 -1.9068 5.6011
C: -2.9039 -0.7703 4.6043
O: -4.1339 -0.0787 4.4867
C: -4.1757 1.1290 5.2354
H: -4.6802 -0.8933 8.2100
H: -5.2498 -1.1753 6.5561
H: -4.8132 -2.5547 7.5997
H: -3.7741 -2.6161 5.3084
H: -2.0358 -2.4426 5.6063
H: -2.6689 -1.1649 3.6119
H: -2.0980 -0.0802 4.8738
H: -3.6206 1.9157 4.7146
H: -3.7644 0.9989 6.2375
H: -5.2175 1.4312 5.3183